Record 1
The molecule C4H4N4 in a non-equilibrium geometry. Source: the OMol25 dataset; level of theory: ωB97M-V/def2-TZVPD.

Values from the calculation:
* lowest unoccupied orbital energy: 0.17 eV
* HOMO energy: -9.20 eV

The geometry in XYZ format:
```
12
Properties=species:S:1:pos:R:3:lowdin_charge:R:1
C -1.721 0.656 -0.087 -0.12
N -2.258 -0.519 -0.006 0.05
N -1.186 -1.424 -0.217 0.07
C -0.085 -0.808 -0.018 -0.43
N 1.158 -1.288 0.190 0.02
N 2.041 -0.239 -0.105 0.04
C 1.253 0.820 -0.251 -0.12
C -0.208 0.665 0.181 -0.14
H -2.283 1.662 -0.201 0.13
H 1.499 -2.195 -0.317 0.20
H 1.687 1.896 -0.407 0.14
H 0.103 0.775 1.237 0.17
```

=====

Record 2
The molecule C4H4N4 in a non-equilibrium geometry. Source: the OMol25 dataset; level of theory: ωB97M-V/def2-TZVPD.

Values from the calculation:
* lowest unoccupied orbital energy: -0.19 eV
* HOMO energy: -10.10 eV

The geometry in XYZ format:
```
12
Properties=species:S:1:pos:R:3:lowdin_charge:R:1
H -0.798 2.553 0.141 0.12
N -1.264 1.793 -0.462 0.18
C -0.925 0.651 -0.306 -0.35
C -1.329 -0.574 -0.928 -0.21
N -1.876 -1.451 -1.393 0.20
C 0.506 0.173 0.422 -0.35
N 0.216 -1.119 0.891 -0.04
C 1.550 0.125 -0.745 -0.13
N 2.395 -0.058 -1.596 0.13
H 0.793 0.982 1.052 0.11
H 0.893 -2.084 1.003 0.20
H -0.162 -0.991 1.921 0.14
```

=====

Record 3
The molecule C4H4N4 in a non-equilibrium geometry. Source: the OMol25 dataset; level of theory: ωB97M-V/def2-TZVPD.

Values from the calculation:
* lowest unoccupied orbital energy: -0.38 eV
* HOMO energy: -9.27 eV

The geometry in XYZ format:
```
12
Properties=species:S:1:pos:R:3:lowdin_charge:R:1
H 2.803 -0.751 0.600 -0.04
N 2.362 0.008 0.527 0.21
C 1.267 0.156 -0.037 -0.39
C 0.347 1.417 -0.207 0.03
C -1.007 1.325 -0.342 -0.04
C -1.704 0.249 0.501 -0.07
N -1.337 -0.978 0.448 0.00
N -0.577 -1.476 -0.473 0.01
N 0.542 -0.913 -0.551 0.06
H 0.693 2.451 -0.374 0.11
H -1.443 2.162 -0.508 0.02
H -2.406 0.763 1.133 0.11
```

=====

Record 4
A structure of composition C4H4N4O in a non-equilibrium geometry. Source: the OMol25 dataset; level of theory: ωB97M-V/def2-TZVPD.

Values from the calculation:
* lowest unoccupied orbital energy: -0.54 eV
* HOMO energy: -9.74 eV

The geometry in XYZ format:
```
13
Properties=species:S:1:pos:R:3:lowdin_charge:R:1
C -1.755 0.901 0.155 -0.07
C 0.895 -1.321 -0.028 -0.38
C 0.466 -0.049 -0.244 -0.24
C 1.504 0.997 -0.329 -0.07
H -1.953 1.442 1.193 0.14
H -1.687 1.980 -0.351 0.13
H -2.686 0.608 -0.220 0.06
H 2.899 -1.045 -0.450 0.26
N -0.814 -0.070 -0.171 -0.14
N -1.234 -1.351 0.049 0.10
N -0.167 -2.065 -0.026 0.09
N 2.330 1.781 0.212 0.15
O 2.202 -1.808 0.211 -0.02
```

=====

Record 5
The molecule C4H4N4OS in a non-equilibrium geometry. Source: the OMol25 dataset; level of theory: ωB97M-V/def2-TZVPD.

Values from the calculation:
* lowest unoccupied orbital energy: -0.87 eV
* HOMO energy: -10.03 eV

The geometry in XYZ format:
```
14
Properties=species:S:1:pos:R:3:lowdin_charge:R:1
H -0.821 -0.502 2.243 0.06
N -0.839 -1.472 2.625 0.10
C -0.150 -2.231 1.858 -0.20
C 0.020 -1.561 0.507 -0.43
N -0.200 -0.303 0.230 0.05
C 0.433 0.273 -0.995 -0.32
C -0.047 1.543 -1.568 -0.52
N -0.485 2.458 -0.733 0.18
O -0.149 1.702 -2.783 0.07
N 1.318 -0.526 -1.443 -0.26
S 1.434 -2.047 -0.731 0.93
H 0.329 -3.207 1.752 0.10
H -0.149 2.480 0.175 0.08
H -0.695 3.394 -1.138 0.15
```

=====

Record 6
The ion C4H4NO2 with charge -1 in a non-equilibrium geometry. Source: the OMol25 dataset; level of theory: ωB97M-V/def2-TZVPD.

Values from the calculation:
* lowest unoccupied orbital energy: 3.83 eV
* HOMO energy: -3.31 eV
* net charge: -1

The geometry in XYZ format:
```
11
Properties=species:S:1:pos:R:3:lowdin_charge:R:1
C -0.767 0.177 0.383 -0.02
C 0.718 0.262 0.350 -0.42
N 1.654 0.511 1.139 0.16
C 1.954 0.141 -0.314 -0.17
C 2.367 1.276 -1.649 -0.68
O 1.988 2.415 -1.520 -0.05
O 2.874 0.587 -2.575 -0.13
H -1.077 1.036 -0.226 0.08
H -1.069 0.090 1.319 0.00
H -1.156 -0.764 -0.292 0.13
H 2.447 -0.778 -0.764 0.10
```

=====

Record 7
The ion C4H4NO3PS with charge -2 in a non-equilibrium geometry. Source: the OMol25 dataset; level of theory: ωB97M-V/def2-TZVPD.

Values from the calculation:
* lowest unoccupied orbital energy: 5.40 eV
* HOMO energy: -0.09 eV
* net charge: -2

The geometry in XYZ format:
```
14
Properties=species:S:1:pos:R:3:lowdin_charge:R:1
O -2.214 0.563 2.845 -0.46
P -1.198 1.199 1.951 0.05
O 0.057 1.703 2.615 -0.45
O -1.663 1.930 0.694 -0.45
C -0.384 -0.352 0.909 -0.39
N -0.546 -1.537 0.818 -0.20
S 0.403 -2.548 -0.577 0.57
C 0.471 -1.149 -1.813 -0.56
C 0.958 0.182 -1.231 -0.21
C 0.600 0.540 0.010 -0.10
H -0.358 -1.181 -2.437 0.00
H 1.394 -1.387 -2.566 0.08
H 1.484 0.772 -1.948 0.06
H 0.997 1.264 0.729 0.06
```

=====

Record 8
The ion C4H4NOS with charge +1 in a non-equilibrium geometry. Source: the OMol25 dataset; level of theory: ωB97M-V/def2-TZVPD.

Values from the calculation:
* lowest unoccupied orbital energy (spin up / spin down): -8.49 / -8.72 eV
* HOMO energy (spin up / spin down): -14.49 / -14.37 eV
* net charge: +1

The geometry in XYZ format:
```
11
Properties=species:S:1:pos:R:3:lowdin_charge:R:1
C 0.517 1.470 -0.169 0.08
C 1.728 0.860 -0.190 -0.50
C -0.640 0.906 0.635 -0.45
C -1.135 -1.541 0.699 0.08
N -0.505 -0.471 0.860 0.08
O -1.398 1.620 1.214 0.19
S 2.637 -0.161 0.749 1.09
H 0.202 2.198 -0.783 0.10
H 2.407 1.128 -1.073 0.13
H -0.637 -2.505 1.189 0.15
H -1.969 -1.768 0.208 0.05
```

=====

Record 9
A structure of composition C4H4NaO6 in a non-equilibrium geometry. Source: the OMol25 dataset; level of theory: ωB97M-V/def2-TZVPD.

Values from the calculation:
* 2S+1: 2
* ⟨S²⟩: 0.76
* lowest unoccupied orbital energy (spin up / spin down): -0.71 / -0.69 eV
* HOMO energy (spin up / spin down): -9.22 / -9.08 eV

The geometry in XYZ format:
```
15
Properties=species:S:1:pos:R:3:lowdin_charge:R:1
O -0.779 -0.963 -1.268 0.07
C -1.524 -0.045 -0.688 -0.60
O -2.284 -0.302 0.230 0.09
O -1.138 1.174 -0.979 0.09
Na -1.836 -1.627 2.311 0.76
O 1.869 0.578 2.464 0.10
C 1.028 -0.246 2.934 -0.95
C 0.368 -0.376 -1.906 -0.08
O 0.767 -0.032 4.155 0.08
O 0.454 -1.118 2.229 -0.07
C 0.239 1.113 -1.573 -0.03
H 0.333 -0.593 -2.978 0.13
H 1.268 -0.834 -1.484 0.14
H 0.163 1.753 -2.459 0.13
H 1.071 1.517 -0.989 0.14
```

=====

Record 10
The molecule C4H4O. Source: the OMol25 dataset; level of theory: ωB97M-V/def2-TZVPD.

Values from the calculation:
* lowest unoccupied orbital energy: 0.94 eV
* HOMO energy: -10.03 eV

The geometry in XYZ format:
```
9
Properties=species:S:1:pos:R:3:lowdin_charge:R:1
C -2.033 -0.001 -0.478 0.12
C -0.845 -0.017 -0.660 -0.16
C 0.611 0.015 -0.542 -0.17
C 0.973 -0.033 0.953 -0.26
O 0.206 0.153 1.857 0.07
H -3.079 0.035 -0.275 0.03
H 1.119 -0.823 -1.055 0.12
H 1.014 0.960 -0.952 0.13
H 2.035 -0.290 1.152 0.12
```

=====

Record 11
The molecule C4H4O in a non-equilibrium geometry. Source: the OMol25 dataset; level of theory: ωB97M-V/def2-TZVPD.

Values from the calculation:
* lowest unoccupied orbital energy: 0.65 eV
* HOMO energy: -9.83 eV

The geometry in XYZ format:
```
9
Properties=species:S:1:pos:R:3:lowdin_charge:R:1
C -0.538 -1.826 -0.050 0.10
C -0.602 -0.891 -0.809 -0.13
C -0.266 0.532 -0.657 -0.18
C 0.662 0.762 0.579 -0.25
O 0.450 1.617 1.405 0.05
H -0.451 -2.393 0.856 0.05
H 0.293 0.913 -1.502 0.10
H -1.180 1.084 -0.435 0.12
H 1.631 0.203 0.612 0.13
```

=====

Record 12
A structure of composition C4H4O in a non-equilibrium geometry. Source: the OMol25 dataset; level of theory: ωB97M-V/def2-TZVPD.

Values from the calculation:
* lowest unoccupied orbital energy: 0.33 eV
* HOMO energy: -10.25 eV

The geometry in XYZ format:
```
9
Properties=species:S:1:pos:R:3:lowdin_charge:R:1
C -0.343 0.338 1.347 -0.07
C 0.620 -0.001 0.216 -0.55
C 0.240 -0.081 -1.255 -0.02
C -0.191 -0.303 -2.405 0.13
H 0.326 0.706 2.529 0.20
H -0.791 -0.780 1.587 0.12
H -1.252 0.983 0.945 0.09
H -0.318 -0.481 -3.454 0.03
O 1.708 -0.381 0.490 0.08
```

=====

Relative energy (zero: lowest compared OMol25 entry of this formula, charge and spin)
In order: 99.7 81.7 132.8 115.2 4.6 75.1 28.9 41.5 0.0 38.0 58.8 74.2
Unit: kcal per mole
Total energy
In order: -373.6861 -373.7146 -373.6332 -448.9119 -847.2069 -360.0161 -1174.8265 -682.5485 -768.5698 -229.9674 -229.9342 -229.9097
Unit: a.u.